{
  "formula": "C5H10N2",
  "method": "ωB97M-V/def2-TZVPD",
  "multiplicity": 1,
  "orbital_gap_ev": 8.40,
  "de_lowest_kj_mol": 263.2,
  "smiles": "C[C@@H](C=C=N)CN",
  "total_charge": 0,
  "symbols": ["C", "C", "C", "C", "N", "C", "N", "H", "H", "H", "H", "H", "H", "H", "H", "H", "H"],
  "xyz": [[-0.59784, -0.58849, -1.74656], [-0.75792, -0.56388, -0.23036], [0.27310, -1.36323, 0.48860], [1.13759, -0.78804, 1.28982], [1.88471, -0.33025, 2.08738], [-0.67295, 1.04348, 0.27123], [0.40838, 1.84937, -0.25783], [0.28856, -0.03800, -2.07430], [-1.47174, -0.14153, -2.23262], [-0.50333, -1.61842, -2.11085], [-1.74877, -0.95767, 0.02910], [0.27694, -2.44446, 0.37796], [2.26464, -1.03370, 2.73088], [-1.61546, 1.45489, -0.10298], [-0.72422, 1.10613, 1.36355], [0.26329, 2.83478, -0.05142], [1.29500, 1.57904, 0.16838]],
  "forces_ev_per_angstrom": [[0.035, -0.246, -0.215], [0.059, 2.744, 0.576], [-0.028, 0.070, -0.284], [-2.207, -1.932, -1.441], [3.076, 0.129, 1.289], [-1.364, -1.699, -0.460], [0.620, -0.411, -0.192], [-0.100, -0.051, 0.175], [0.087, -0.006, 0.065], [-0.056, 0.112, 0.065], [-0.014, 0.399, 0.028], [0.610, 0.177, -0.300], [-0.512, 1.107, 0.747], [0.104, 0.115, 0.048], [-0.072, -0.417, 0.083], [-0.037, -0.302, -0.034], [-0.202, 0.210, -0.147]]
}